No. 1
{
  "formula": "C2H7N2",
  "method": "ωB97M-V/def2-TZVPD",
  "symbols": ["N", "C", "C", "N", "H", "H", "H", "H", "H", "H", "H"],
  "xyz": [[0.211, 1.595, 1.217], [-0.270, 0.680, 0.258], [0.485, -0.353, -0.098], [-0.103, -1.421, -0.940], [-0.537, 1.891, 1.808], [0.820, 2.338, 0.886], [-1.263, 0.913, -0.128], [1.416, -0.566, 0.398], [-0.760, -1.061, -1.619], [-0.679, -2.096, -0.431], [0.680, -1.920, -1.352]],
  "forces_ev_per_angstrom": [[0.31, -0.65, -0.63], [0.60, 0.78, 0.44], [-1.17, 0.26, 0.60], [0.34, 0.03, 0.45], [-0.21, 0.73, 0.24], [-0.24, -0.23, 0.18], [-0.09, -0.61, -0.13], [0.14, -0.25, -0.22], [0.21, 0.33, -0.78], [0.35, -0.12, 0.52], [-0.25, -0.26, -0.65]],
  "lowdin_charge": [0.05, -0.16, -0.07, 0.20, 0.09, 0.11, 0.13, 0.13, 0.17, 0.18, 0.17],
  "max_force_ev_per_a": 1.34,
  "homo_ev": -13.770,
  "e_above_lowest_kcal_mol": 35.9,
  "energy_ev": -5159.908,
  "multiplicity": 1,
  "smiles": "N/C=C/[NH3+]",
  "total_charge": 1
}

***

No. 2
{
  "formula": "C45H49CoN4O6SiTe",
  "method": "ωB97M-V/def2-TZVPD",
  "symbols": ["Co", "O", "C", "C", "C", "C", "C", "C", "C", "O", "N", "O", "O", "H", "H", "H", "H", "O", "C", "C", "C", "C", "C", "C", "C", "N", "C", "C", "N", "H", "H", "H", "H", "H", "H", "H", "C", "C", "C", "C", "C", "C", "Te", "N", "C", "O", "C", "C", "C", "C", "C", "C", "C", "C", "C", "C", "C", "C", "C", "C", "C", "C", "C", "C", "H", "H", "H", "H", "H", "H", "H", "H", "H", "H", "H", "H", "H", "H", "H", "H", "H", "H", "H", "H", "H", "H", "H", "H", "H", "H", "H", "C", "Si", "C", "C", "C", "H", "H", "H", "H", "H", "H", "H", "H", "H", "H", "H"],
  "xyz": [[0.754, -0.515, -0.322], [1.655, 0.765, 0.946], [2.784, 0.700, 1.431], [3.950, 0.133, 0.843], [5.200, 0.432, 1.385], [6.362, -0.036, 0.806], [6.300, -0.835, -0.358], [5.096, -1.156, -0.900], [3.853, -0.743, -0.311], [2.768, -1.202, -0.747], [7.624, 0.301, 1.374], [7.650, 1.018, 2.368], [8.642, -0.135, 0.849], [2.904, 1.159, 2.425], [5.274, 1.066, 2.258], [7.222, -1.186, -0.799], [5.034, -1.777, -1.782], [1.239, 0.724, -1.693], [0.696, 1.457, -2.598], [1.328, 2.652, -3.025], [0.785, 3.439, -4.011], [-0.399, 3.061, -4.651], [-1.030, 1.897, -4.269], [-0.524, 1.096, -3.241], [-1.212, -0.094, -2.786], [-1.019, -0.743, -1.645], [-1.949, -1.752, -1.598], [-2.703, -1.735, -2.725], [-2.238, -0.674, -3.466], [2.253, 2.915, -2.529], [1.284, 4.357, -4.299], [-0.811, 3.683, -5.433], [-1.953, 1.620, -4.767], [-2.014, -2.401, -0.743], [-3.521, -2.350, -3.052], [-2.526, -0.430, -4.395], [-7.960, 3.376, 1.443], [-6.620, 2.691, 1.455], [-5.840, 2.634, 2.601], [-4.616, 1.973, 2.624], [-3.843, 1.952, 3.916], [-4.136, 1.328, 1.472], [-2.323, 0.094, 1.646], [0.102, -1.477, 0.979], [-0.042, -2.341, 1.973], [-1.037, -2.403, 2.722], [1.052, -3.358, 2.201], [0.720, -4.570, 2.796], [1.689, -5.542, 2.991], [2.994, -5.323, 2.570], [3.335, -4.105, 2.000], [2.372, -3.122, 1.839], [-1.051, 1.791, 1.857], [-1.013, 2.804, 0.895], [-1.815, 2.755, -0.375], [-0.192, 3.910, 1.106], [0.609, 4.024, 2.228], [1.498, 5.220, 2.439], [0.591, 2.986, 3.151], [-0.216, 1.869, 2.981], [-0.126, 0.755, 3.983], [-4.921, 1.382, 0.314], [-4.520, 0.718, -0.979], [-6.132, 2.070, 0.317], [-8.210, 3.766, 2.429], [-8.744, 2.679, 1.142], [-7.965, 4.204, 0.733], [-6.199, 3.104, 3.512], [-4.404, 2.445, 4.712], [-2.885, 2.461, 3.797], [-3.640, 0.922, 4.211], [-0.303, -4.730, 3.110], [1.431, -6.470, 3.486], [3.743, -6.096, 2.695], [4.355, -3.912, 1.688], [2.645, -2.163, 1.426], [-1.934, 1.725, -0.707], [-1.315, 3.319, -1.164], [-2.808, 3.186, -0.221], [-0.176, 4.695, 0.357], [1.411, 5.921, 1.610], [2.541, 4.910, 2.520], [1.233, 5.739, 3.362], [1.236, 3.042, 4.023], [0.362, 1.089, 4.899], [0.457, -0.066, 3.558], [-1.110, 0.352, 4.223], [-3.649, 0.087, -0.832], [-4.289, 1.471, -1.738], [-5.339, 0.104, -1.360], [-6.713, 2.101, -0.600], [0.440, -2.637, -4.371], [1.405, -3.670, -3.104], [3.264, -3.439, -3.352], [0.983, -5.467, -3.612], [0.926, -3.444, -1.340], [0.784, -2.835, -5.388], [0.551, -1.568, -4.184], [-0.625, -2.875, -4.330], [3.640, -3.926, -4.253], [3.801, -3.850, -2.496], [3.513, -2.379, -3.411], [1.331, -5.680, -4.625], [-0.094, -5.643, -3.586], [1.448, -6.192, -2.942], [1.674, -3.531, -0.567], [-0.092, -3.550, -0.995]],
  "forces_ev_per_angstrom": [[-0.31, 0.63, -1.90], [0.78, 0.12, 0.76], [-0.60, 0.58, 0.22], [0.41, -0.53, -0.49], [0.04, 0.09, 0.03], [-0.66, -0.07, -0.15], [-0.06, 0.00, -0.03], [0.27, -0.08, -0.03], [-0.28, -0.05, 0.14], [0.02, -0.01, 0.06], [0.55, 0.24, 0.36], [-0.07, -0.04, -0.04], [-0.10, -0.06, -0.09], [0.21, 0.19, 0.02], [-0.02, -0.01, 0.06], [0.01, 0.02, -0.01], [0.00, -0.03, -0.01], [0.48, 0.75, -0.43], [-0.23, -0.17, -0.22], [-0.03, -0.05, 0.12], [0.01, -0.10, 0.02], [-0.02, 0.16, -0.16], [-0.05, -0.06, 0.10], [0.40, 0.19, -0.01], [-0.26, -0.13, 0.09], [0.20, 0.09, -0.25], [-0.04, -0.13, -0.04], [-0.06, -0.10, 0.12], [0.08, 0.07, 0.04], [0.01, 0.03, 0.00], [0.01, 0.01, -0.02], [-0.05, -0.04, -0.01], [-0.05, 0.02, 0.03], [-0.01, -0.03, 0.01], [-0.01, -0.02, 0.00], [-0.02, 0.05, 0.01], [0.08, -0.01, -0.03], [0.06, -0.06, -0.04], [-0.02, 0.03, -0.04], [0.15, -0.03, 0.14], [-0.09, 0.01, -0.05], [0.09, -0.22, 0.20], [-0.97, 0.85, -0.07], [0.21, -1.64, 1.64], [-0.77, -0.02, 0.44], [0.19, -0.19, -0.26], [0.27, 0.08, -0.07], [-0.04, 0.03, 0.03], [0.01, -0.03, 0.01], [0.00, 0.00, 0.01], [0.09, 0.02, 0.07], [-0.03, 0.02, 0.03], [0.04, -0.06, -0.02], [-0.08, -0.04, -0.04], [0.07, 0.06, 0.02], [0.07, 0.02, 0.05], [-0.03, -0.02, -0.06], [-0.04, -0.09, 0.01], [-0.01, 0.01, -0.01], [-0.06, 0.05, 0.11], [0.04, 0.01, -0.03], [0.11, -0.11, -0.22], [-0.01, 0.03, 0.12], [-0.01, 0.01, 0.10], [-0.02, 0.03, 0.01], [-0.04, 0.02, 0.00], [-0.04, 0.04, 0.01], [0.01, 0.02, 0.01], [0.00, 0.02, -0.01], [0.04, -0.04, 0.06], [0.07, 0.04, 0.06], [-0.01, 0.04, 0.00], [-0.04, -0.04, -0.08], [0.02, 0.01, 0.03], [0.02, 0.00, 0.01], [-0.04, 0.01, -0.11], [-0.06, 0.01, -0.05], [0.01, 0.00, 0.00], [-0.05, -0.07, -0.03], [0.02, 0.00, -0.03], [0.02, 0.03, 0.00], [0.04, 0.05, 0.00], [0.03, 0.04, 0.00], [-0.01, -0.01, 0.04], [0.02, 0.01, -0.01], [-0.04, -0.08, 0.05], [0.03, -0.04, 0.03], [0.02, -0.01, -0.14], [0.05, -0.02, -0.02], [0.01, -0.03, -0.02], [-0.03, -0.02, 0.00], [0.16, 0.11, 0.40], [-0.06, -0.44, -0.75], [-0.21, 0.11, 0.19], [0.14, 0.21, 0.25], [0.03, -0.37, -0.41], [0.10, -0.09, 0.01], [0.04, 0.06, -0.01], [-0.03, -0.03, 0.06], [-0.12, -0.05, -0.06], [0.03, -0.03, 0.03], [-0.03, 0.06, 0.02], [0.02, 0.06, -0.06], [-0.05, 0.05, 0.02], [0.03, -0.03, 0.03], [0.04, 0.10, 0.09], [-0.04, 0.03, 0.03]],
  "lowdin_charge": [0.72, -0.04, -0.16, -0.11, 0.05, -0.18, 0.00, 0.01, -0.34, -0.07, -0.38, 0.04, 0.04, 0.14, 0.13, 0.11, 0.09, -0.13, -0.35, -0.01, -0.11, -0.13, -0.06, -0.11, -0.29, 0.07, -0.18, -0.10, 0.11, 0.11, 0.10, 0.09, 0.10, 0.10, 0.11, 0.15, -0.06, -0.28, -0.03, -0.30, -0.08, -0.36, 1.57, 0.00, -0.60, -0.11, -0.14, -0.03, -0.09, -0.10, -0.08, -0.04, -0.40, -0.28, -0.06, -0.01, -0.27, -0.05, -0.04, -0.33, -0.07, -0.31, -0.09, -0.03, 0.07, 0.08, 0.08, 0.11, 0.07, 0.07, 0.05, 0.11, 0.10, 0.09, 0.10, 0.08, 0.03, 0.08, 0.09, 0.11, 0.07, 0.08, 0.08, 0.12, 0.08, 0.07, 0.04, -0.01, 0.09, 0.08, 0.12, -0.17, 0.46, -0.19, -0.20, -0.04, 0.03, 0.02, 0.01, 0.02, 0.03, 0.02, 0.02, 0.02, 0.02, -0.01, -0.01],
  "max_force_ev_per_a": 2.33,
  "homo_ev": [-4.933, -4.899],
  "e_above_lowest_kcal_mol": 9.8,
  "energy_ev": -118503.181,
  "multiplicity": 6,
  "s2": 8.772,
  "total_charge": -1
}

***

No. 3
{
  "formula": "CHCl3N2",
  "method": "ωB97M-V/def2-TZVPD",
  "symbols": ["Cl", "N", "C", "Cl", "N", "Cl", "H"],
  "xyz": [[-4.333, 0.257, 0.338], [-2.826, 0.794, 0.718], [-1.902, 0.281, 0.088], [-1.839, -1.140, -0.880], [-0.265, 0.876, 0.368], [0.515, 1.340, -1.118], [-0.479, 1.619, 0.869]],
  "forces_ev_per_angstrom": [[-1.73, -0.58, 0.07], [0.73, 1.27, 0.17], [5.37, 0.04, -0.21], [-0.10, 0.64, 0.08], [-2.60, -6.35, -3.45], [-0.66, -0.03, 0.65], [-1.01, 5.01, 2.68]],
  "lowdin_charge": [0.64, -0.47, -0.86, 0.65, -0.41, 0.51, -0.06],
  "max_force_ev_per_a": 7.68,
  "homo_ev": -10.073,
  "e_above_lowest_kcal_mol": 13.8,
  "energy_ev": -41597.000,
  "multiplicity": 1,
  "smiles": "Cl/N=C(\\Cl)NCl",
  "total_charge": 0
}

***

No. 4
{
  "formula": "C31H28BeF3N4O4SSbSe3",
  "method": "ωB97M-V/def2-TZVPD",
  "symbols": ["Be", "Se", "Se", "C", "C", "C", "C", "C", "N", "C", "C", "C", "C", "C", "N", "H", "H", "H", "H", "H", "H", "H", "H", "O", "Se", "O", "O", "O", "F", "C", "C", "C", "C", "C", "C", "Sb", "C", "C", "C", "C", "F", "C", "C", "C", "C", "C", "C", "F", "C", "C", "H", "H", "H", "H", "H", "H", "H", "H", "H", "H", "H", "H", "C", "N", "C", "S", "N", "C", "H", "H", "H", "H", "H", "H", "H", "H"],
  "xyz": [[0.141, 0.914, 0.238], [-1.241, 1.630, -2.599], [0.056, 3.438, -2.072], [1.534, 2.878, -0.974], [2.746, 3.456, -1.306], [3.788, 3.402, -0.397], [3.576, 2.795, 0.826], [2.357, 2.197, 1.063], [1.350, 2.212, 0.180], [-2.230, 1.525, -0.972], [-3.612, 1.404, -1.039], [-4.339, 1.347, 0.133], [-3.668, 1.469, 1.342], [-2.295, 1.566, 1.327], [-1.568, 1.544, 0.196], [2.860, 3.923, -2.273], [4.749, 3.836, -0.639], [4.350, 2.753, 1.579], [2.155, 1.675, 1.988], [-4.090, 1.380, -2.009], [-5.416, 1.244, 0.107], [-4.197, 1.479, 2.284], [-1.742, 1.649, 2.250], [2.940, -0.169, -0.642], [1.742, -0.519, -1.706], [1.661, -2.080, -2.087], [0.321, -0.245, -0.755], [1.685, 0.526, -2.933], [-7.498, -5.262, 0.256], [-6.340, -4.580, 0.125], [-5.445, -4.969, -0.854], [-4.260, -4.261, -0.983], [-3.967, -3.179, -0.153], [-4.899, -2.826, 0.820], [-6.095, -3.520, 0.971], [-2.154, -2.011, -0.333], [-0.847, -3.703, -0.326], [-0.530, -4.460, -1.449], [0.333, -5.543, -1.358], [0.874, -5.854, -0.128], [1.721, -6.902, -0.031], [0.581, -5.133, 1.012], [-0.282, -4.052, 0.898], [-2.394, -1.756, -2.451], [-1.308, -1.726, -3.326], [-1.484, -1.437, -4.673], [-2.756, -1.159, -5.128], [-2.936, -0.862, -6.432], [-3.858, -1.175, -4.296], [-3.666, -1.476, -2.954], [-5.683, -5.808, -1.494], [-3.554, -4.559, -1.750], [-4.695, -1.989, 1.480], [-6.825, -3.253, 1.723], [-0.944, -4.205, -2.416], [0.593, -6.138, -2.223], [1.019, -5.426, 1.957], [-0.520, -3.474, 1.786], [-0.305, -1.932, -2.968], [-0.645, -1.413, -5.355], [-4.839, -0.961, -4.700], [-4.528, -1.507, -2.296], [3.579, -2.074, 1.698], [2.528, -1.071, 1.660], [1.459, -1.111, 2.438], [0.175, 0.023, 2.309], [1.397, -2.051, 3.396], [0.349, -2.179, 4.392], [4.331, -1.776, 0.974], [3.205, -3.063, 1.415], [4.045, -2.124, 2.686], [2.520, -0.531, 0.770], [2.195, -2.656, 3.492], [-0.610, -1.920, 3.951], [0.522, -1.524, 5.248], [0.320, -3.212, 4.729]],
  "forces_ev_per_angstrom": [[-0.13, 0.02, 0.41], [-0.04, -0.20, -0.14], [0.04, 0.23, 0.05], [-0.12, 0.07, 0.03], [0.04, -0.04, -0.01], [0.01, 0.02, -0.02], [0.00, 0.04, 0.03], [0.03, -0.04, 0.01], [0.01, -0.03, -0.24], [-0.05, 0.04, 0.03], [0.02, 0.08, -0.02], [0.01, 0.02, 0.04], [-0.03, 0.03, -0.03], [0.06, 0.06, -0.03], [-0.05, -0.22, -0.06], [0.01, 0.01, 0.00], [0.00, 0.00, -0.01], [-0.01, -0.01, 0.02], [0.02, -0.06, -0.04], [-0.01, -0.02, 0.02], [0.00, 0.00, -0.01], [0.01, 0.00, 0.01], [0.02, -0.04, 0.02], [0.25, 0.30, -0.56], [-0.33, -0.08, 0.03], [0.11, 0.07, -0.02], [0.28, 0.09, -0.10], [0.11, -0.04, 0.06], [0.02, 0.00, -0.01], [-0.01, 0.00, 0.00], [0.00, -0.01, 0.00], [0.01, 0.01, 0.01], [0.03, 0.08, -0.01], [0.01, 0.01, -0.02], [0.00, 0.00, 0.01], [-0.19, -0.21, -0.02], [0.02, 0.10, 0.00], [0.02, -0.01, 0.03], [-0.01, -0.01, -0.01], [-0.01, 0.00, 0.00], [-0.01, 0.01, 0.00], [0.00, 0.00, 0.01], [-0.02, 0.04, 0.00], [0.02, 0.04, 0.05], [-0.02, -0.05, 0.01], [-0.01, 0.00, -0.01], [0.00, 0.00, -0.02], [0.00, -0.01, 0.01], [-0.02, 0.03, 0.01], [0.04, -0.03, 0.01], [0.00, -0.01, 0.00], [0.00, 0.00, -0.01], [-0.01, 0.00, 0.01], [0.00, 0.00, 0.01], [0.01, 0.00, -0.01], [0.01, 0.01, -0.01], [0.00, 0.01, 0.00], [0.04, 0.00, -0.02], [-0.02, -0.02, -0.02], [0.01, 0.02, 0.00], [-0.01, 0.00, 0.00], [-0.01, 0.00, -0.01], [-0.09, 0.01, -0.01], [-0.40, -0.47, 0.83], [0.38, -0.02, -0.13], [-0.14, 0.13, 0.04], [0.00, 0.02, 0.05], [0.01, 0.04, -0.04], [-0.02, -0.02, -0.01], [-0.02, 0.01, 0.02], [0.04, 0.01, 0.01], [0.10, 0.08, -0.22], [-0.01, -0.03, -0.04], [-0.02, -0.03, -0.01], [-0.01, 0.01, 0.00], [0.00, -0.01, 0.02]],
  "lowdin_charge": [-0.09, 0.78, 0.76, -0.60, -0.09, -0.03, -0.03, -0.12, 0.01, -0.63, -0.10, -0.04, -0.04, -0.15, 0.00, 0.11, 0.12, 0.11, 0.07, 0.11, 0.12, 0.11, 0.07, -0.45, 0.83, -0.43, -0.54, -0.48, 0.05, -0.29, -0.01, -0.11, -0.39, -0.14, -0.02, 1.57, -0.37, -0.11, 0.00, -0.28, 0.05, -0.02, -0.13, -0.38, -0.15, 0.00, -0.29, 0.05, -0.02, -0.14, 0.12, 0.10, 0.08, 0.11, 0.10, 0.12, 0.11, 0.08, 0.06, 0.13, 0.12, 0.10, -0.05, -0.02, -0.72, 0.82, -0.04, -0.10, 0.09, 0.09, 0.09, 0.02, 0.12, 0.05, 0.09, 0.09],
  "max_force_ev_per_a": 1.03,
  "homo_ev": -8.081,
  "e_above_lowest_kcal_mol": 10.0,
  "energy_ev": -268718.910,
  "multiplicity": 1,
  "total_charge": 0
}

***

No. 5
{
  "formula": "CH9N3O2",
  "method": "ωB97M-V/def2-TZVPD",
  "symbols": ["N", "C", "N", "N", "H", "H", "H", "H", "H", "O", "H", "H", "O", "H", "H"],
  "xyz": [[0.399, 1.148, -0.514], [1.289, 0.420, 0.124], [1.030, -0.647, 0.898], [2.633, 0.760, 0.255], [0.867, 2.036, -0.659], [0.209, -1.211, 0.732], [1.353, -0.557, 1.866], [3.238, -0.078, 0.264], [3.035, 1.382, -0.500], [-2.529, -1.542, 1.035], [-3.207, -1.496, 0.359], [-2.250, -0.676, 1.263], [-1.952, 0.051, -1.746], [-1.164, 0.285, -1.207], [-2.403, 0.897, -1.653]],
  "forces_ev_per_angstrom": [[1.34, -1.22, 1.59], [-0.58, 2.60, -0.86], [-0.43, -2.00, 0.94], [1.87, 0.48, -1.59], [-0.13, 0.03, -1.01], [-0.19, 0.42, 0.22], [-0.18, -0.34, -0.84], [-0.67, 0.66, 0.30], [-1.09, -0.78, 1.35], [-0.02, -1.66, 0.25], [0.13, 0.40, -0.21], [0.06, 1.30, -0.03], [0.13, 0.43, 0.57], [0.15, -0.27, -0.34], [-0.41, -0.06, -0.34]],
  "lowdin_charge": [0.08, -0.61, 0.11, 0.08, 0.04, 0.09, 0.12, 0.10, 0.12, -0.05, 0.03, 0.00, -0.11, -0.04, 0.02],
  "max_force_ev_per_a": 2.80,
  "homo_ev": -9.370,
  "e_above_lowest_kcal_mol": 17.5,
  "energy_ev": -9748.307,
  "multiplicity": 1,
  "smiles": "N=C(N)N.O.O",
  "total_charge": 0
}

***

No. 6
{
  "formula": "C4H8N2S",
  "method": "ωB97M-V/def2-TZVPD",
  "symbols": ["C", "C", "C", "N", "H", "H", "H", "H", "H", "H", "H", "N", "C", "S", "H"],
  "xyz": [[0.505, -0.756, 1.525], [-0.839, -0.711, 0.848], [-0.959, -0.940, -0.610], [-1.079, 0.392, -0.062], [0.448, -0.310, 2.516], [1.237, -0.207, 0.939], [0.841, -1.786, 1.625], [-1.672, -1.028, 1.468], [-0.058, -1.105, -1.185], [-1.839, -1.431, -1.004], [-2.019, 0.775, -0.053], [0.782, 2.054, -1.014], [1.686, 1.804, -1.749], [2.931, 1.741, -2.682], [0.033, 1.508, -0.562]],
  "forces_ev_per_angstrom": [[-0.19, 0.04, -0.02], [0.11, -0.39, 0.23], [-0.03, -0.49, -0.15], [-0.44, 0.91, 0.13], [0.07, 0.05, 0.06], [0.12, 0.04, -0.07], [0.03, -0.08, 0.06], [-0.06, 0.02, -0.14], [0.10, -0.01, -0.05], [-0.07, 0.05, 0.06], [-0.02, -0.31, 0.06], [0.83, 0.08, -0.60], [-0.99, 0.87, 0.97], [0.95, -0.36, -0.80], [-0.41, -0.43, 0.26]],
  "lowdin_charge": [-0.05, -0.34, -0.12, -0.03, 0.08, 0.07, 0.08, 0.14, 0.11, 0.11, 0.12, 0.12, -0.93, 0.65, 0.01],
  "max_force_ev_per_a": 1.64,
  "homo_ev": -8.859,
  "e_above_lowest_kcal_mol": 40.5,
  "energy_ev": -18091.985,
  "multiplicity": 1,
  "smiles": "C[C@@H]1CN1.N=C=S",
  "total_charge": 0
}